[1]
Molecular formula: C6H16NOSi
Method: DFT, ωB97M-V/def2-TZVPD

```
25
Properties=species:S:1:pos:R:3:forces:R:3:lowdin_charge:R:1
Si 2.6045 0.6265 1.9707 -3.8 1.8 -0.2 0.96
O -0.7586 0.2500 -1.6131 0.0 -0.6 -0.3 -0.10
N 1.0487 0.4333 0.0055 1.2 3.1 -0.2 -0.09
C 1.9607 1.2013 -0.9741 0.2 -1.2 -0.1 -0.11
C -1.3625 0.3430 0.7542 3.3 4.0 0.5 -0.18
C -1.6628 -1.0900 0.8766 -1.7 -0.5 0.2 -0.21
C -1.1396 -1.1629 -1.5806 2.6 -0.2 0.3 -0.17
C -0.4204 0.8578 -0.4092 0.0 -2.8 0.7 -0.29
C -2.1853 -1.4820 -0.5227 -0.5 -0.1 -0.4 -0.17
H -0.3355 1.9039 -0.7158 -0.4 0.1 1.0 0.16
H 3.0160 0.7231 -0.9691 -1.6 1.5 0.2 0.10
H -2.2392 0.8872 0.5807 -1.6 0.8 0.0 0.10
H -0.8421 0.8568 1.6256 -1.0 -0.9 -0.4 0.13
H -2.5173 -1.1370 1.7196 2.2 -0.6 -1.8 0.18
H 1.0269 -0.5587 -0.0337 0.5 -1.1 -0.7 0.07
H -0.7588 -1.6752 1.0327 -0.1 -0.3 0.8 0.10
H 1.7842 2.2841 -0.7740 1.1 -0.8 0.6 0.10
H 3.6553 -0.0755 1.4062 1.2 -1.2 -0.7 -0.11
H 1.5978 1.1944 -2.0070 -0.1 -0.9 0.1 0.08
H 2.9132 2.0860 2.2161 -0.3 -0.8 -0.3 -0.06
H -2.3151 -2.6272 -0.5957 -0.8 2.0 0.1 0.15
H -0.1599 -1.7613 -1.4444 -1.2 0.6 0.4 0.14
H -3.0419 -0.7205 -0.7230 0.7 -2.2 0.0 0.16
H -1.3324 -1.4495 -2.6138 -0.8 0.4 0.1 0.13
H 1.4640 0.0923 2.7884 1.0 -0.1 -0.1 -0.07
```
Positions in Å, forces in eV/Å.

- calculated total energy (hartree) = -657.3204
- LUMO level (eV) = -4.95
- spin multiplicity = 1
- net charge = +1


[2]
Molecular formula: C6H16NOSi
Method: DFT, ωB97M-V/def2-TZVPD

```
25
Properties=species:S:1:pos:R:3:forces:R:3:lowdin_charge:R:1
Si -1.8255 2.0815 -0.6542 0.1 -2.3 0.0 0.84
O 0.2606 1.1493 1.2427 -0.2 1.7 1.1 -0.15
N -1.4644 -0.6369 0.3855 4.2 -0.6 -3.0 0.02
C 0.1767 0.0385 -1.3422 0.1 -5.6 0.7 -0.17
C 1.4695 0.4579 1.4788 -1.6 -2.4 1.4 -0.25
C -0.9729 -1.9583 0.8576 -1.6 -0.4 1.4 -0.01
C -0.9637 0.2296 -0.4771 -1.8 0.5 2.2 -0.31
C 2.1197 0.3078 0.2106 4.0 -2.3 -3.4 -0.21
C 1.5015 -0.7243 -0.8313 -1.0 3.8 1.0 -0.08
H 2.1605 0.8921 2.2213 -0.8 -0.1 0.0 0.15
H 0.2849 0.8579 -1.9099 1.2 3.1 -1.9 0.06
H -0.6811 2.8026 -0.1777 0.3 0.8 -0.4 -0.05
H -2.1856 -0.2694 0.8570 -3.3 1.0 2.3 0.08
H 2.2235 -0.8743 -1.6814 -1.0 -0.3 1.0 0.14
H 3.1474 -0.1764 0.3306 -1.0 1.0 0.4 0.15
H -3.0358 2.3534 0.1196 0.0 -0.2 0.4 -0.07
H -1.2257 -2.0081 2.0415 0.7 -0.2 -3.1 0.17
H -2.2410 1.8679 -2.0266 0.2 0.6 -0.6 -0.05
H 2.3027 1.2623 -0.2888 0.0 0.1 0.1 0.13
H 0.2803 1.9938 1.6995 0.0 0.2 0.0 0.10
H 1.0352 -0.5717 1.7763 1.5 1.3 0.4 0.14
H 0.0649 -2.2106 0.6385 -0.5 0.6 0.5 0.05
H -1.5352 -2.6735 0.2271 0.0 -0.1 1.0 0.11
H -0.2438 -0.7096 -2.0405 -0.2 0.2 -0.3 0.16
H 1.1905 -1.5368 -0.1759 0.7 -0.4 -1.2 0.06
```
Positions in Å, forces in eV/Å.

- calculated total energy (hartree) = -657.3358
- LUMO level (eV) = -3.27
- spin multiplicity = 1
- net charge = +1


[3]
Molecular formula: C6H16O
Method: DFT, ωB97M-V/def2-TZVPD

```
23
Properties=species:S:1:pos:R:3:forces:R:3:lowdin_charge:R:1
O -0.0650 -2.2412 -2.0381 0.5 -0.5 -0.7 -0.06
C -1.5539 -0.9236 1.7363 2.9 2.4 0.9 -0.07
C -0.3919 0.7109 0.1232 1.0 0.4 -0.6 -0.35
C 1.6948 0.5988 -1.2878 1.5 0.6 0.8 -0.12
C 0.4326 1.2577 1.3117 0.5 0.7 -0.3 -0.09
C -0.5909 -0.7450 0.4698 -4.2 -2.2 -0.6 -0.26
C 0.2673 1.0279 -1.3277 -1.5 -1.2 2.5 -0.20
H -1.2743 -1.4148 -0.1895 0.8 1.9 0.1 0.10
H -1.3286 1.2548 0.1071 -0.5 -0.2 0.1 0.13
H 2.2598 0.8125 -2.1878 0.0 -0.6 -0.4 0.08
H -0.1892 1.6002 2.1242 -0.5 0.6 0.0 0.05
H 1.7700 -0.4071 -0.9025 0.2 -0.8 -0.7 0.06
H 1.0203 0.4984 1.8761 0.3 0.4 -1.1 0.10
H -0.8231 -2.0380 -1.4960 -0.1 0.0 0.0 -0.01
H 0.1078 2.0526 -1.5928 0.2 0.8 0.1 0.09
H -1.4556 0.0557 2.3261 -0.7 -1.3 -0.8 0.07
H 0.2494 -1.3856 0.3868 1.4 -0.1 0.9 0.08
H 2.3347 1.0713 -0.4919 -1.0 0.3 -0.6 0.09
H 0.6473 -1.7029 -1.6786 -0.1 0.0 -0.1 -0.01
H -2.5434 -1.0345 1.3387 -0.5 -0.3 0.5 0.06
H -0.4048 0.4729 -1.9855 0.6 -0.2 -0.4 0.10
H 1.0103 2.1203 0.9006 0.0 -0.7 0.9 0.09
H -1.1736 -1.6413 2.4777 -0.6 -0.3 -0.6 0.07
```
Positions in Å, forces in eV/Å.

- calculated total energy (hartree) = -313.3785
- LUMO level (eV) = 0.94
- spin multiplicity = 1


[4]
Molecular formula: C6H16O2
Method: DFT, ωB97M-V/def2-TZVPD

```
24
Properties=species:S:1:pos:R:3:forces:R:3:lowdin_charge:R:1
O -1.6047 1.1553 -0.3831 0.0 -0.2 0.0 -0.12
O 0.2211 -0.3038 -0.4655 1.3 0.2 0.2 -0.15
C -0.8136 2.3192 -0.3918 0.0 -0.1 0.0 -0.09
C -0.9816 0.0040 1.6692 0.1 0.2 -0.4 0.00
C 2.6049 -0.0509 -0.8422 -0.5 -0.1 0.2 -0.08
C -1.0243 -0.0387 0.1353 -0.4 -0.2 0.4 -0.62
C -1.9791 -1.1453 -0.3286 0.4 0.4 0.0 0.00
C 1.5071 -0.0207 0.2073 -1.1 0.1 -0.3 -0.24
H 0.0865 2.1838 -0.9954 0.1 0.0 0.0 0.08
H 0.6985 -2.5266 -0.9016 0.7 -1.3 0.6 0.04
H 2.3623 0.6324 -1.6520 0.0 0.1 -0.1 0.08
H -1.4312 3.0884 -0.8487 0.0 0.1 0.0 0.09
H 1.4641 0.9699 0.6706 0.0 -0.1 0.0 0.11
H -0.3547 0.8146 2.0339 0.1 0.0 0.1 0.07
H 1.0533 -3.1768 -0.6217 -0.7 1.1 -0.6 0.06
H -1.6884 -2.0967 0.1069 0.0 -0.1 0.0 0.08
H 3.5526 0.2453 -0.3955 0.0 0.0 0.0 0.08
H -0.5402 2.6451 0.6178 0.1 0.0 0.0 0.09
H -1.9282 -1.2141 -1.4112 0.0 0.0 -0.1 0.09
H -2.9943 -0.8969 -0.0356 -0.1 0.0 0.0 0.09
H -1.9921 0.1671 2.0352 0.0 0.0 0.0 0.09
H -0.6076 -0.9399 2.0571 0.1 -0.1 0.1 0.09
H 2.7014 -1.0512 -1.2547 0.1 -0.1 -0.1 0.06
H 1.6881 -0.7635 0.9942 -0.1 0.1 -0.1 0.11
```
Positions in Å, forces in eV/Å.

- calculated total energy (hartree) = -388.6254
- LUMO level (eV) = 0.92
- spin multiplicity = 1


[5]
Molecular formula: C6H16O4Si
Method: DFT, ωB97M-V/def2-TZVPD

```
27
Properties=species:S:1:pos:R:3:forces:R:3:lowdin_charge:R:1
Si -2.4316 1.4226 0.3678 1.1 -0.4 0.6 0.70
O 0.7340 1.5529 0.7166 1.6 0.3 -0.3 -0.10
O 1.2640 0.1262 -1.0313 0.7 3.3 0.0 -0.05
O -1.6081 -1.1932 0.5852 0.5 3.0 1.1 -0.22
O 0.9083 -0.6870 1.0453 -1.8 -0.4 -0.6 -0.08
C 1.1861 2.6830 -0.0913 -0.9 1.8 2.2 -0.04
C 1.2404 -1.0159 -1.7591 -1.0 -2.7 0.0 -0.09
C 2.1455 -0.6825 1.6952 -1.3 0.2 2.5 -0.06
C -1.3911 -0.0424 -0.2040 2.7 -0.6 1.3 -0.27
C -1.7789 -2.3692 -0.0020 -3.6 -2.5 -0.5 -0.19
C 0.6056 0.3004 0.1356 -3.1 -1.1 0.4 -0.48
H -3.8252 1.3954 0.2640 -2.0 -1.1 0.1 -0.11
H -2.4029 2.5070 -0.5299 1.0 1.4 -1.1 -0.10
H 2.0404 -1.6647 -1.4747 0.7 -0.6 0.5 0.09
H 2.3192 -1.6726 2.1758 -0.5 0.7 -0.3 0.11
H 1.3885 -0.8537 -2.7955 0.1 0.9 -1.0 0.09
H -1.4673 -3.1380 0.6612 0.0 -0.7 1.0 0.09
H 0.3166 -1.6318 -1.6808 0.3 0.6 0.2 0.09
H -2.8862 -2.5366 -0.2763 1.1 0.0 0.6 0.12
H 2.0957 0.1284 2.4642 0.6 -0.7 -0.5 0.11
H 2.2450 2.8146 -0.3823 -0.3 -0.8 0.7 0.09
H -2.1663 1.8548 1.7300 0.3 0.0 0.4 -0.06
H 0.8346 3.6973 0.4564 0.8 -2.6 -1.0 0.14
H -1.3343 -2.6751 -0.8977 1.6 0.6 -1.8 0.05
H 2.8900 -0.5504 1.0026 2.2 0.7 -1.6 0.06
H 0.6103 2.5670 -0.9402 -1.0 0.4 -2.2 0.04
H -1.5321 -0.3365 -1.2350 0.2 0.4 -0.6 0.08
```
Positions in Å, forces in eV/Å.

- calculated total energy (hartree) = -828.4568
- LUMO level (eV) = 0.82
- spin multiplicity = 1


[6]
Molecular formula: C6H16S
Method: DFT, ωB97M-V/def2-TZVPD

```
23
Properties=species:S:1:pos:R:3:forces:R:3:lowdin_charge:R:1
S 1.5712 0.9523 -2.3166 -0.2 -0.5 0.6 0.80
C -1.1892 -0.6725 1.8467 0.6 0.0 0.1 -0.30
C 1.9138 -0.8125 -1.9840 0.2 0.2 -0.7 -0.40
C 0.1478 -1.1818 2.3926 0.1 -0.3 -0.3 -0.12
C -1.4991 -1.1921 0.4612 -1.1 -0.2 -0.8 -0.14
C 0.0498 2.6847 -0.7534 0.2 -0.9 0.1 -0.15
C 0.0374 1.2571 -1.4061 -0.1 1.5 0.0 -0.55
H 0.3432 -2.2504 2.3501 -0.7 -0.4 0.1 0.07
H -2.1826 -0.5557 -0.1175 -0.1 0.1 0.4 0.08
H -0.7885 1.2331 -2.1150 -0.1 -0.3 0.1 0.06
H 2.9892 -0.7950 -1.8148 -0.1 -0.5 0.1 0.02
H 1.0213 3.1775 -0.7958 -0.1 0.0 -0.3 0.05
H -0.1541 0.5692 -0.5937 0.4 -0.4 -0.3 0.02
H -0.7229 3.2995 -1.1974 0.0 0.3 0.1 0.06
H 1.6777 -1.4144 -2.8628 0.1 0.1 0.0 0.02
H -0.6384 -1.2323 -0.1887 0.5 -0.3 0.1 0.03
H -1.9845 -2.1718 0.4172 0.3 -0.1 0.4 0.08
H 1.3841 -1.2737 -1.1556 0.0 0.5 0.3 0.02
H -1.9899 -0.8595 2.5635 -0.1 0.0 -0.2 0.10
H 0.2679 -0.8824 3.4298 0.3 0.2 0.0 0.07
H 0.9461 -0.8241 1.7423 0.2 0.6 0.3 0.06
H -0.1487 2.5344 0.3072 -0.2 0.3 0.1 0.05
H -1.0516 0.4105 1.7909 -0.3 0.1 0.0 0.09
```
Positions in Å, forces in eV/Å.

- calculated total energy (hartree) = -636.3544
- LUMO level (eV) = 0.99
- spin multiplicity = 1


Calculated values (eV) of orbital gap for the records, taken in order: 8.686 11.036 11.536 10.647 8.970 9.359.